Density functional theory data (ωB97M-V with the def2-TZVPD basis set) for a cluster of 8 separate species, C46H108F12N6O3P2 in total in a non-equilibrium geometry.

Values from the calculation:
2S+1: 1
HOMO energy, eV: -17.8343
Gap between HOMO and LUMO, eV: 10.25
Total charge: +4
LUMO level, eV: -7.6
Largest force on an atom, eV Å⁻¹: 2.73

Cartesian coordinates (Å):
C: 11.1008 1.5861 -7.5512
C: 11.0196 0.7540 -8.7816
O: 10.0201 0.3441 -9.2704
N: 12.3172 0.2647 -9.3366
H: 12.4350 0.7662 -10.2415
H: 13.0702 0.6908 -8.7848
C: 12.4859 -1.2382 -9.3749
H: 10.8705 1.0621 -6.6182
H: 10.3191 2.3417 -7.6024
H: 12.0989 2.0030 -7.4266
H: 13.5296 -1.4135 -9.6105
H: 11.8468 -1.4831 -10.2205
H: 12.1305 -1.7350 -8.4800
C: 13.9255 7.5284 -16.1344
N: 12.7219 8.1151 -15.4042
C: 13.2337 8.9517 -14.2506
C: 12.0075 9.0652 -16.3258
C: 11.7176 7.0879 -14.9362
C: 12.1655 6.2314 -13.7697
O: 13.2585 5.3751 -14.2277
H: 14.4475 8.3948 -16.5270
H: 13.4418 6.9304 -16.9035
H: 14.4846 6.9248 -15.4312
H: 13.6515 9.8966 -14.5857
H: 13.9974 8.3566 -13.7552
H: 12.4133 9.1386 -13.5612
H: 12.7255 9.7764 -16.7251
H: 11.1842 9.6032 -15.8616
H: 11.5820 8.4614 -17.1277
H: 11.4356 6.4759 -15.7914
H: 10.8556 7.6775 -14.6200
H: 11.3409 5.6171 -13.4122
H: 12.6515 6.8126 -12.9842
H: 13.1396 4.5921 -13.6670
C: 10.2001 -1.6699 -13.1272
N: 9.4028 -2.9557 -13.2991
C: 8.8391 -3.1621 -14.6927
C: 10.4604 -4.0444 -13.2088
C: 8.3126 -3.1519 -12.2703
C: 8.7448 -3.2449 -10.8086
O: 9.5101 -4.3997 -10.5683
H: 9.4429 -0.8916 -13.1927
H: 10.9507 -1.5853 -13.9051
H: 10.6718 -1.6736 -12.1530
H: 8.3648 -2.2008 -14.8956
H: 8.1439 -3.9945 -14.7303
H: 9.6616 -3.3663 -15.3682
H: 11.0886 -3.8357 -12.3451
H: 11.1756 -4.0927 -14.0270
H: 9.9202 -4.9801 -13.0861
H: 7.8365 -4.0819 -12.5811
H: 7.5607 -2.3706 -12.3718
H: 7.8054 -3.1793 -10.2514
H: 9.3129 -2.3618 -10.4943
H: 9.9820 -4.3080 -9.7356
C: 12.7109 -2.6061 -18.1067
C: 12.0215 -1.5384 -17.2533
C: 11.8288 -0.2535 -18.0466
C: 11.7778 1.0427 -17.2443
N: 11.6050 2.2861 -18.0841
C: 10.6979 2.2691 -19.3142
C: 9.2823 2.2976 -18.7481
C: 9.4272 3.2038 -17.5297
C: 10.8999 3.3740 -17.2592
C: 12.9706 2.7484 -18.5846
C: 13.9089 3.2243 -17.4725
C: 14.9604 4.1912 -18.0404
H: 13.0874 -3.4689 -17.5552
H: 13.6180 -2.0961 -18.4506
H: 12.1256 -2.9643 -18.9494
H: 12.5947 -1.3552 -16.3373
H: 11.0663 -1.9086 -16.8692
H: 10.8634 -0.3769 -18.5486
H: 12.5212 -0.1096 -18.8821
H: 12.5784 1.3296 -16.5655
H: 10.9224 0.9279 -16.5732
H: 10.8449 3.1879 -19.8786
H: 10.8981 1.3914 -19.9230
H: 8.5110 2.5538 -19.4652
H: 9.1178 1.2960 -18.3403
H: 8.9958 4.1926 -17.7047
H: 8.8532 2.8420 -16.6763
H: 11.2283 4.3200 -17.6927
H: 11.2058 3.3274 -16.2179
H: 12.7493 3.6626 -19.1338
H: 13.3622 1.9649 -19.2262
H: 14.3967 2.3552 -17.0244
H: 13.3674 3.7318 -16.6727
H: 15.7455 3.7172 -18.6254
H: 15.4118 4.8475 -17.2965
H: 14.4616 4.9164 -18.6927
C: 20.6893 -1.0906 -13.8261
C: 20.7807 -1.8817 -15.1443
C: 19.5855 -1.5835 -16.0380
C: 18.2271 -2.0206 -15.4887
N: 17.1135 -1.7642 -16.4873
C: 16.7154 -0.3058 -16.6351
C: 16.0206 0.0181 -15.3137
C: 15.3248 -1.3120 -14.9223
C: 15.8579 -2.3906 -15.8787
C: 17.3528 -2.3682 -17.8653
C: 17.5625 -3.8770 -17.8184
C: 18.1529 -4.3426 -19.1498
H: 19.8077 -1.2276 -13.1994
H: 20.7147 -0.0326 -14.1158
H: 21.5756 -1.2101 -13.2038
H: 21.0283 -2.9202 -14.9241
H: 21.6842 -1.4828 -15.6075
H: 19.7243 -2.0828 -16.9990
H: 19.5195 -0.5221 -16.2889
H: 17.9521 -1.5140 -14.5631
H: 18.2218 -3.0664 -15.1854
H: 16.0367 -0.1700 -17.4733
H: 17.5949 0.3263 -16.7272
H: 15.4041 0.9118 -15.3052
H: 16.7944 0.1841 -14.5608
H: 14.2583 -1.2377 -15.1193
H: 15.4836 -1.5736 -13.8780
H: 15.1341 -2.4098 -16.6972
H: 15.9647 -3.4246 -15.5711
H: 18.1926 -1.8780 -18.3563
H: 16.4892 -2.0751 -18.4635
H: 16.6106 -4.3946 -17.6862
H: 18.1928 -4.1434 -16.9712
H: 17.5384 -3.9306 -19.9539
H: 18.1105 -5.4147 -19.3570
H: 19.2178 -4.1535 -19.2871
C: 17.3149 4.8926 -7.1477
C: 18.3897 3.8550 -7.5578
C: 18.4852 3.7095 -9.0748
C: 17.3981 2.7621 -9.5705
N: 17.3908 2.4874 -11.0746
C: 18.5417 1.5995 -11.5131
C: 18.1825 0.1849 -11.0293
C: 16.6577 0.1875 -10.9255
C: 16.2212 1.5708 -11.3637
C: 17.3870 3.7485 -11.8936
C: 16.3008 4.7421 -11.5574
C: 16.1905 5.9199 -12.4903
H: 16.3753 4.5916 -7.6052
H: 17.5758 5.8642 -7.5704
H: 17.3505 4.9475 -6.0636
H: 18.0520 2.9236 -7.0850
H: 19.3792 3.9751 -7.1180
H: 19.4711 3.3405 -9.3833
H: 18.4845 4.6839 -9.5707
H: 16.4077 3.1758 -9.3752
H: 17.4777 1.8006 -9.0665
H: 18.5848 1.5408 -12.5995
H: 19.4588 2.0306 -11.1200
H: 18.4246 -0.5010 -11.8439
H: 18.7752 -0.1514 -10.1831
H: 16.1733 -0.6038 -11.5060
H: 16.4122 -0.1911 -9.9272
H: 15.9530 1.6525 -12.4123
H: 15.3925 1.8538 -10.7146
H: 17.2451 3.4323 -12.9324
H: 18.4092 4.1245 -11.8427
H: 16.4706 5.1222 -10.5502
H: 15.3427 4.2166 -11.5928
H: 15.3919 6.5746 -12.1280
H: 15.8462 5.6742 -13.4997
H: 17.0600 6.5766 -12.5529
P: 12.4798 1.5808 -13.1016
F: 13.9596 1.9613 -13.7023
F: 12.4684 3.0277 -12.3970
F: 11.6727 2.2229 -14.3650
F: 11.0432 1.1284 -12.5388
F: 12.5128 0.1790 -13.9389
F: 13.2464 0.9346 -11.8222
P: 12.8170 4.5789 -9.2019
F: 11.2414 4.2491 -9.1244
F: 12.7049 4.9972 -10.7634
F: 12.4411 6.0579 -8.7449
F: 14.4012 4.9525 -9.2640
F: 13.0542 4.0535 -7.6792
F: 13.2019 3.0053 -9.6268